(1)
ORCA calculation (the ωB97M-V functional and the def2-TZVPD basis) on C7H13N in the gas phase at a distorted geometry.

Geometry as ORCA input:
```
! RIJCOSX wB97M-V def2-TZVPD def2/J DEFGRID3
* xyz 0 1
H -1.802 -1.943 -1.490
H 0.599 -1.479 -1.767
N 0.058 0.226 -0.591
H 2.507 -0.230 1.847
H -0.341 2.410 0.976
H 0.710 2.040 2.281
H 1.385 2.614 0.726
H -2.640 -1.172 0.904
C 2.115 -0.112 0.783
C -1.652 -0.918 -1.309
C -0.255 -0.637 -1.749
H -0.102 -1.543 0.750
H 2.909 0.421 0.056
C 0.780 0.481 0.730
H -2.283 0.480 0.204
H -0.144 -0.165 -2.717
H -2.462 -0.344 -1.807
H 2.180 -1.060 0.252
C 0.670 1.939 1.166
C -1.843 -0.505 0.200
C -0.387 -0.501 0.555
*
```

Structure (SMILES) = CC1(C)[C@H]2CCCN21
E = -329.10852 a.u.
Relative energy (zero: lowest compared OMol25 entry of this formula, charge and spin) = 4.434 eV
F_max = 4.123 eV/Å
LUMO level = 1.065 eV

***

(2)
ORCA calculation (the ωB97M-V functional and the def2-TZVPD basis) on C7H13N in the gas phase at a distorted geometry.

Geometry as ORCA input:
```
! RIJCOSX wB97M-V def2-TZVPD def2/J DEFGRID3
* xyz 0 1
H -0.252 2.980 -0.101
C -1.320 -0.847 -0.316
H -0.942 -0.904 -1.347
C 0.832 -0.352 0.451
H 1.229 0.064 1.395
H 0.000 -2.502 0.631
C 0.490 2.186 0.258
H -0.711 -1.329 1.694
C -0.326 -1.424 0.680
C -2.590 -0.068 -0.171
N -1.236 0.445 0.093
H 1.496 2.464 -0.199
H 1.509 -1.234 -1.431
H 0.489 2.134 1.376
C 1.919 -0.988 -0.433
H -3.058 0.055 -1.092
H 2.743 -0.197 -0.537
H -3.269 -0.160 0.725
H 0.421 0.687 -1.336
C 0.111 0.812 -0.326
H 2.463 -1.823 -0.012
*
```

Structure (SMILES) = C[C@@H]1C[C@H]2CN2[C@H]1C
E = -329.12899 a.u.
Relative energy (zero: lowest compared OMol25 entry of this formula, charge and spin) = 3.877 eV
F_max = 3.508 eV/Å
LUMO level = 1.151 eV

***

(3)
ORCA calculation (the ωB97M-V functional and the def2-TZVPD basis) on 3 unconnected molecules or ions with the total composition C7H13N at a distorted geometry.

Geometry as ORCA input:
```
! RIJCOSX wB97M-V def2-TZVPD def2/J DEFGRID3
* xyz 0 1
C 0.642 -0.516 0.543
C -0.850 -0.057 -0.063
H 1.875 -0.152 -1.445
C -1.300 -1.125 -1.159
H -2.505 -1.872 -0.515
N -0.496 1.216 -0.570
H -2.645 0.991 1.178
H 1.573 2.279 -0.943
H 1.064 2.063 0.832
H 2.600 -1.127 1.332
H 2.494 -1.851 -0.061
H -1.628 -0.136 -2.336
C 0.882 1.583 -0.272
H 0.784 0.033 1.591
C 1.694 0.272 -0.276
C -1.700 0.178 1.293
H -2.106 -0.817 1.281
H -1.195 0.624 2.376
C 2.039 -1.062 0.355
H -0.439 -1.753 -1.695
H -0.783 1.231 -1.443
*
```

E = -328.85227 a.u.
Relative energy (zero: lowest compared OMol25 entry of this formula, charge and spin) = 11.407 eV
F_max = 6.173 eV/Å
LUMO level = 0.577 eV

***

(4)
ORCA calculation (the ωB97M-V functional and the def2-TZVPD basis) on C7H13N in the gas phase at a distorted geometry.

Geometry as ORCA input:
```
! RIJCOSX wB97M-V def2-TZVPD def2/J DEFGRID3
* xyz 0 1
C 1.330 -1.917 0.177
H 1.334 -1.478 1.239
H 0.890 2.031 -1.841
C 0.235 -1.082 -0.516
H -0.614 0.804 2.451
C -0.664 1.539 1.742
N -1.700 -0.383 0.572
H -1.429 -2.393 0.065
H 0.372 1.735 1.693
H 1.095 -2.963 0.100
C 0.325 1.142 -1.809
H -1.361 2.324 2.139
H 0.108 -1.556 -1.477
H -1.652 1.630 -0.049
C -1.104 0.880 0.473
C 0.444 0.433 -0.461
H 2.243 -1.740 -0.203
H 1.214 0.596 0.208
H 0.702 0.469 -2.569
C -1.087 -1.369 0.075
H -0.681 1.296 -2.008
*
```

Structure (SMILES) = C[C@H]1[C@H](C)N=C[C@@H]1C
E = -329.19050 a.u.
Relative energy (zero: lowest compared OMol25 entry of this formula, charge and spin) = 2.203 eV
F_max = 5.063 eV/Å
LUMO level = 1.113 eV

***

(5)
ORCA calculation (the ωB97M-V functional and the def2-TZVPD basis) on C7H13N in the gas phase at a distorted geometry.

Geometry as ORCA input:
```
! RIJCOSX wB97M-V def2-TZVPD def2/J DEFGRID3
* xyz 0 1
H -1.884 -0.729 -1.917
H -0.432 -0.457 1.970
C 0.866 1.427 0.013
C -0.991 -0.828 1.148
N -0.733 1.768 0.463
H 2.982 -0.089 -0.243
C -1.476 0.928 -0.533
H 2.203 -1.188 0.951
H -2.515 -1.522 -0.436
H 0.988 0.253 -1.800
H 2.061 -1.650 -0.764
C -0.503 -0.378 -0.176
H -1.093 -2.053 1.168
H -2.181 -0.457 1.218
C 2.136 -0.846 -0.074
H -1.057 1.322 -1.505
H 1.455 2.403 -0.464
C 0.999 0.000 -0.587
H 1.567 1.714 0.976
H -0.675 1.050 1.496
C -1.715 -0.667 -0.906
*
```

Structure (SMILES) = C[C@@H]1CN[C@@H]2C[C@@]12C
E = -328.93299 a.u.
Relative energy (zero: lowest compared OMol25 entry of this formula, charge and spin) = 9.210 eV
F_max = 6.007 eV/Å
LUMO level = 0.870 eV

***

(6)
ORCA calculation (the ωB97M-V functional and the def2-TZVPD basis) on a molecular structure, C7H13N2 at a distorted geometry.

Geometry as ORCA input:
```
! RIJCOSX wB97M-V def2-TZVPD def2/J DEFGRID3
* xyz 1 1
H -3.213 0.771 0.618
H 1.552 -2.896 1.294
H 2.532 -1.129 -1.282
H 1.190 -1.953 -2.123
N 0.779 -1.269 0.048
H 0.143 -1.903 1.801
H -0.516 3.148 -1.033
H 2.020 -2.775 -0.719
H 0.311 2.621 0.585
H -0.008 -0.005 1.375
H 0.258 0.897 -1.866
C 0.369 -0.029 0.121
H 1.825 -1.253 1.826
C 1.732 -1.787 -1.035
C -0.238 0.967 -0.835
N -1.745 2.296 0.526
C 1.171 -1.919 1.297
C -0.421 2.381 -0.187
C -1.531 0.245 -0.507
H -2.126 3.151 0.741
H -1.938 -0.647 -0.918
C -2.147 1.089 0.273
*
```

E = -383.64363 a.u.
Relative energy (zero: lowest compared OMol25 entry of this formula, charge and spin) = 4.723 eV
F_max = 8.528 eV/Å
LUMO level (alpha / beta) = -3.859 / -3.858 eV